Molecular formula: C16H24O12
Method: DFT, the ωB97M-V functional and the def2-TZVPD basis

Values from the calculation:
Kohn-Sham gap: 11.19 eV
E_tot: -1527.01563 Eh
LUMO: 0.149 eV
energy above the lowest of the compared OMol25 structures with the same formula, charge and spin: 0.156 eV

The geometry in XYZ format:
```
52
Properties=species:S:1:pos:R:3:forces:R:3:lowdin_charge:R:1
O -2.985 11.896 15.038 -0.050 0.107 0.328 0.086
O -9.659 20.678 12.299 -0.060 -0.044 -0.017 0.166
C 0.385 17.235 14.938 0.424 0.629 0.273 -0.309
C -5.052 17.420 12.582 -0.051 0.764 0.392 -0.023
C -3.157 11.655 16.360 0.010 0.033 -0.295 -0.565
C -3.965 17.616 11.543 0.180 -0.517 0.537 -0.274
H -2.694 16.973 13.120 0.442 -0.100 0.055 0.094
H 0.439 17.783 12.869 0.378 0.352 0.087 0.084
H -2.499 13.750 13.175 -0.146 0.026 0.174 0.092
H 0.893 16.583 15.650 -0.117 -0.242 -0.132 0.151
H -8.004 17.554 14.487 -0.183 0.285 0.157 0.136
O -0.992 18.937 15.796 -0.112 0.370 -0.383 0.088
H 0.828 19.390 14.832 -0.447 0.150 -0.116 0.133
H -10.813 16.379 12.156 0.222 0.287 0.017 0.096
H -1.044 13.739 16.573 0.031 0.109 -0.206 0.127
C -10.121 17.621 13.819 -0.509 0.248 -0.205 -0.303
O -2.940 17.850 15.477 -0.298 0.281 -0.174 0.164
H -4.012 18.621 11.133 0.027 -0.054 -0.239 0.153
O -10.592 18.815 13.149 -0.172 -0.178 0.161 0.087
H -10.422 17.718 14.863 0.279 0.100 0.084 0.152
C -1.758 12.595 14.805 0.088 0.293 0.380 -0.302
H -1.769 17.961 11.928 -0.189 0.251 0.067 0.127
H -4.951 18.107 13.431 0.224 0.214 -0.306 0.092
O -2.083 12.063 17.071 -0.023 -0.016 -0.095 0.065
H -10.236 15.509 13.555 -0.197 -0.005 0.182 0.092
H -8.273 16.934 12.884 -0.205 0.047 -0.046 0.126
C 0.981 17.127 13.555 -0.797 -0.675 -0.224 -0.016
O -1.000 16.896 14.907 -0.105 0.292 0.034 0.039
H -1.080 14.419 13.872 0.120 -0.096 0.247 0.078
O -2.203 16.077 11.316 -0.006 -0.037 0.209 0.051
O -4.123 11.152 16.825 -0.132 -0.134 0.148 0.168
C -2.015 13.922 14.143 0.024 0.113 -1.077 -0.026
H 2.054 17.289 13.562 0.041 0.208 -0.097 0.093
H -11.828 16.330 13.575 0.046 -0.087 0.136 0.085
H -6.003 17.661 12.106 -0.137 -0.398 0.158 0.076
C 0.376 18.672 15.517 0.607 -0.488 0.269 -0.077
C -2.564 17.234 12.074 -0.525 -0.162 -0.194 -0.082
H 0.925 18.733 16.457 -0.051 -0.018 -0.013 0.133
C -3.179 15.764 10.431 0.199 0.029 0.135 -0.576
C -8.619 17.690 13.598 0.562 -0.388 -0.420 -0.104
C -1.144 12.715 16.217 -0.013 -0.323 -0.026 -0.079
O -4.184 16.648 10.499 -0.050 0.353 -0.213 0.089
C -9.566 19.597 12.780 0.200 -0.003 -0.046 -0.570
H -0.187 12.201 16.291 -0.007 0.042 0.067 0.130
O -3.130 14.827 9.703 -0.072 -0.089 -0.129 0.165
H -5.020 16.444 13.068 -0.123 -0.253 -0.507 0.100
H -2.605 14.636 14.714 -0.067 -0.215 0.278 0.091
H -1.161 11.958 14.154 0.109 0.030 0.016 0.152
C -1.759 17.920 15.383 0.313 -0.778 0.389 -0.567
O -8.387 18.974 13.021 0.077 0.027 0.282 0.055
C -10.793 16.398 13.247 -0.040 -0.318 -0.281 -0.028
H 0.771 16.130 13.152 0.279 -0.024 0.176 0.087
```
Positions in Å, forces in eV/Å.


Molecular formula: C16H24O12Ti
Method: DFT, the ωB97M-V functional and the def2-TZVPD basis

Values from the calculation:
Kohn-Sham gap (spin up / spin down): 5.62 / 12.10 eV
net charge: +1
E_tot: -2376.26614 Eh
LUMO (spin up / spin down): -1.635 / -1.677 eV
energy above the lowest of the compared OMol25 structures with the same formula, charge and spin: 0.084 eV
spin multiplicity: 4

The geometry in XYZ format:
```
53
Properties=species:S:1:pos:R:3:forces:R:3:mulliken_spin:R:1
H 2.495 -1.548 4.891 -0.211 -0.034 -0.062 0.000
O -3.316 3.683 -0.371 -0.121 0.354 0.158 -0.001
C -4.142 -0.987 0.176 0.208 -0.234 -0.085 0.001
O -1.174 0.726 0.074 0.379 0.273 0.197 -0.011
H -3.337 1.664 -3.420 -0.138 -0.023 0.048 0.000
C 3.874 -1.971 -1.166 -0.442 0.241 -0.102 0.001
C 1.976 0.627 3.216 0.453 -0.104 0.066 -0.016
H -3.221 -2.956 0.406 0.180 -0.082 -0.039 0.000
C -3.722 2.630 -3.751 0.207 -0.276 -0.235 0.000
C 4.410 -2.070 -2.561 0.298 -0.137 -0.259 0.000
O 1.145 1.462 2.985 -0.177 0.187 -0.788 -0.002
C 3.933 -0.278 3.892 0.054 -0.622 -0.120 0.000
C 4.833 -1.369 -0.149 0.477 -0.293 -0.113 0.000
H 4.235 -2.934 3.349 -0.021 0.100 0.191 0.000
O -1.851 -1.414 0.145 -0.142 0.106 -0.096 -0.003
C -2.087 3.607 -0.877 0.069 -0.212 0.154 -0.035
H 3.429 -2.920 -0.865 0.114 0.011 0.243 0.000
O 2.131 0.646 0.235 -0.301 0.269 0.213 -0.049
H 3.683 -2.525 -3.229 -0.043 0.059 -0.016 0.000
Ti 0.516 2.298 0.797 -0.441 -0.262 -0.053 3.112
C -4.267 3.506 -1.419 -0.144 -0.445 -0.520 -0.001
O -1.093 3.598 -0.200 0.455 -0.179 0.224 -0.018
C 2.834 -1.366 3.871 0.552 0.564 -0.102 0.001
H 5.305 -2.697 -2.573 -0.046 -0.008 0.047 0.000
C 2.909 -0.205 -0.083 -0.019 -0.073 0.174 0.013
C -2.049 -0.086 0.121 -0.084 -0.210 0.020 0.000
H -5.916 -1.749 -0.766 0.032 -0.043 0.022 0.000
H -4.876 -0.769 -1.813 -0.083 0.059 -0.036 0.000
H 4.687 -1.087 -2.942 -0.041 0.027 0.016 0.000
C 3.199 -2.641 3.167 0.033 -0.543 -0.236 0.000
O 3.227 0.924 3.586 -0.266 -0.026 0.173 -0.003
H 5.310 -2.094 0.508 -0.175 -0.055 0.064 0.000
H 4.408 -0.190 4.866 -0.076 0.128 0.034 0.000
C -3.099 -2.053 -0.182 -0.201 0.326 0.205 0.000
H 4.701 -0.457 3.140 -0.113 0.129 -0.085 0.000
C -3.439 3.661 -2.700 -0.123 0.234 0.288 0.001
H 2.565 -3.473 3.474 -0.020 0.062 0.021 0.000
H -4.495 -1.113 1.199 -0.012 0.057 0.030 0.000
H -5.886 0.000 -0.557 -0.029 -0.008 -0.071 0.000
H -3.096 -2.267 -1.251 -0.026 -0.124 -0.001 0.000
H -5.081 4.225 -1.387 0.148 0.160 0.383 0.000
H 5.627 -0.809 -0.651 -0.127 0.157 0.061 0.000
O 1.777 -0.692 3.147 -0.213 0.096 0.399 0.003
O -2.087 3.525 -2.200 0.062 -0.015 -0.170 0.003
H -3.236 2.866 -4.696 -0.011 0.071 0.022 0.000
H -4.682 2.500 -1.321 0.040 0.007 -0.034 0.000
H -3.528 4.676 -3.090 0.036 -0.017 -0.030 0.001
O 4.021 -0.485 0.624 -0.003 0.114 -0.073 -0.003
H -4.795 2.547 -3.927 -0.008 0.039 0.013 0.000
C -5.275 -0.868 -0.803 -0.097 0.051 0.023 0.000
O 2.787 -0.996 -1.141 0.047 -0.029 -0.061 0.001
H 3.087 -2.530 2.088 0.001 0.159 0.023 0.000
O -3.351 0.224 0.137 0.110 0.016 -0.124 0.004
```
Positions in Å, forces in eV/Å.


Molecular formula: C16H25BrClO4P2Sc
Method: DFT, the ωB97M-V functional and the def2-TZVPD basis

Values from the calculation:
Kohn-Sham gap: 4.29 eV
net charge: +2
E_tot: -5402.81264 Eh
LUMO: -9.678 eV
energy above the lowest of the compared OMol25 structures with the same formula, charge and spin: 0.810 eV

The geometry in XYZ format:
```
50
Properties=species:S:1:pos:R:3:forces:R:3:lowdin_charge:R:1
C -0.246 -0.506 -3.352 -0.203 -0.102 -0.463 0.012
O -1.082 -1.105 0.957 0.368 0.587 -0.580 -0.130
O -0.983 1.103 1.090 0.264 -1.241 -0.574 -0.119
H -1.283 4.910 -1.086 -0.039 -0.329 0.034 0.070
H -0.073 -4.495 -0.906 -0.033 0.308 -0.121 0.105
H -1.057 -0.091 7.032 0.026 -0.038 -0.334 0.123
H 1.023 2.778 0.220 0.043 0.148 -0.162 0.033
C -1.644 3.892 -0.883 -0.454 -0.402 0.043 -0.231
H 3.074 -4.057 -1.687 -0.139 0.228 -0.138 0.096
C -0.991 -0.114 3.159 0.567 0.030 -0.081 -0.181
C -2.098 -0.674 5.223 0.036 0.004 0.079 -0.043
H 1.858 2.495 -1.329 -0.035 0.285 0.150 0.041
C -0.247 3.313 -3.321 -0.274 -0.470 -0.199 -0.239
H 3.240 -2.438 -2.447 -0.038 -0.240 0.102 0.090
H -1.694 3.713 0.199 0.010 0.080 -0.264 0.059
C -1.007 -0.036 1.672 -0.162 0.334 0.219 -0.602
O 1.917 0.537 -3.081 -1.847 -2.116 1.372 0.170
C -1.031 -0.120 5.942 -0.066 -0.023 -0.523 -0.036
C 0.120 0.385 3.867 -1.154 -0.349 0.603 -0.592
C 0.085 0.391 5.266 -0.023 -0.067 -0.302 -0.089
C 1.064 3.069 -0.837 0.019 -0.327 0.034 -0.237
H 0.577 2.756 -3.787 -0.176 0.265 0.026 0.041
C 1.170 -0.792 -1.242 0.926 2.690 2.817 -0.345
H 2.008 -3.810 0.926 -0.015 0.249 -0.012 0.096
H -0.341 0.216 -4.176 -0.011 -0.196 0.254 0.130
H 1.258 4.146 -0.930 -0.026 -0.314 0.023 0.074
H 2.019 -3.596 -3.060 0.180 0.079 0.202 0.087
Cl -3.442 0.243 -0.457 0.703 -0.135 -1.028 0.170
H -2.954 -1.106 5.746 0.316 0.190 -0.134 0.121
H -1.230 -0.478 -2.799 0.667 -0.325 -0.865 0.064
H -0.169 -1.517 -3.790 -0.163 0.252 0.118 0.122
H -2.651 3.757 -1.301 0.204 0.176 0.149 0.059
C 1.050 -0.205 -2.610 1.140 2.343 -2.160 -0.430
H 0.930 0.787 5.821 -0.124 -0.079 -0.078 0.113
H 0.001 4.383 -3.271 -0.055 -0.364 0.011 0.072
C 1.880 -2.742 0.701 0.189 0.003 0.164 -0.129
C 2.530 -3.226 -2.160 0.159 0.031 -0.467 -0.128
Br 1.658 0.950 2.934 0.187 0.107 0.118 0.852
P 1.337 -2.604 -0.992 0.338 -0.963 1.359 0.929
O 1.105 0.028 -0.267 0.517 -3.165 -3.187 0.000
C -0.239 -3.438 -1.171 -0.451 0.288 -0.276 -0.129
C -2.078 -0.681 3.829 0.247 0.127 0.066 -0.001
H -1.160 3.173 -3.916 0.257 0.157 0.020 0.059
H -2.891 -1.106 3.238 0.159 0.149 0.289 0.133
H 1.126 -2.301 1.367 0.106 -0.095 -0.182 0.072
P -0.528 2.661 -1.638 0.600 1.129 0.245 0.797
H 2.835 -2.217 0.833 -0.177 -0.136 -0.005 0.096
H -0.600 -3.370 -2.209 0.074 -0.192 0.304 0.076
Sc -1.162 0.146 -0.836 -2.887 1.628 3.425 0.629
H -0.982 -3.009 -0.479 0.248 -0.194 -0.087 0.070
```
Positions in Å, forces in eV/Å.


Molecular formula: C16H25ClN5O5Pt
Method: DFT, the ωB97M-V functional and the def2-TZVPD basis

Values from the calculation:
Kohn-Sham gap: 8.87 eV
net charge: +1
E_tot: -1854.02477 Eh
LUMO: -3.069 eV
energy above the lowest of the compared OMol25 structures with the same formula, charge and spin: 0.609 eV

The geometry in XYZ format:
```
53
Properties=species:S:1:pos:R:3:forces:R:3:lowdin_charge:R:1
H 3.665 -4.433 -0.334 -0.001 0.000 0.003 0.099
O 0.742 0.992 4.864 0.030 -0.009 -0.081 0.222
H -4.486 2.664 2.657 0.003 0.000 -0.001 0.089
H 1.454 -5.185 0.681 -0.011 -0.003 -0.013 0.100
C -2.305 -1.259 -2.484 -0.025 0.020 -0.027 -0.472
C 3.323 0.897 0.777 0.026 0.001 0.010 -0.468
O 4.518 0.889 0.895 0.008 -0.069 -0.019 0.124
C 1.767 -3.457 -0.552 0.017 0.006 0.007 -0.570
H 2.909 1.262 -1.261 0.015 -0.055 0.019 0.137
H 3.541 -2.942 0.607 0.003 0.004 0.000 0.084
H -1.960 -2.141 -3.013 0.003 0.006 -0.015 0.078
H 3.779 0.171 3.106 0.004 0.014 -0.001 0.105
H 1.752 -5.154 -1.864 0.001 -0.001 0.000 0.100
H -1.744 4.267 -2.587 0.011 0.001 -0.006 0.095
H -5.248 3.815 1.555 -0.001 -0.001 -0.002 0.090
H -3.362 -1.120 -2.695 -0.002 -0.023 -0.012 0.087
C 1.062 -4.170 0.611 -0.008 -0.013 0.008 -0.016
Cl -1.457 0.149 -3.186 -0.031 -0.013 -0.021 0.565
C -0.051 0.978 4.022 0.021 -0.039 0.166 -0.406
N 2.450 0.060 1.520 0.069 0.064 0.111 0.064
C -3.521 2.872 0.757 -0.011 -0.005 -0.029 -0.260
C -3.167 3.667 -0.320 0.010 0.001 0.044 0.044
H -2.457 1.224 1.567 -0.005 -0.027 -0.040 0.136
O -2.562 -2.626 -0.630 0.018 0.011 -0.023 0.076
C 2.865 -0.244 2.680 0.013 0.013 0.027 0.037
H 3.292 2.686 -0.305 -0.029 0.010 -0.069 0.138
C -1.934 3.192 -0.769 0.042 0.109 0.024 -0.314
H 3.781 -2.868 -1.147 0.005 -0.007 -0.005 0.095
C 2.715 1.761 -0.311 0.012 0.000 -0.048 -0.125
H 1.057 2.630 0.568 0.068 0.023 0.020 0.106
H -0.699 2.856 -2.484 0.000 0.003 0.021 0.042
C -2.190 -1.530 -0.983 0.067 -0.079 0.105 -0.700
N -2.525 1.995 0.920 0.008 0.083 0.044 0.063
H 0.330 -4.120 -2.047 0.001 -0.008 -0.002 0.093
C 1.252 -2.081 -0.589 -0.179 -0.143 -0.272 -0.065
C -4.738 2.858 1.614 0.004 0.013 0.004 0.005
N 0.778 -1.043 -0.651 0.172 0.504 0.288 0.073
C 3.285 -3.412 -0.343 -0.006 0.015 0.010 -0.026
H -0.014 -4.219 0.446 0.001 0.018 0.015 0.095
C -1.118 3.686 -1.914 -0.023 -0.021 -0.040 -0.031
O -0.843 0.961 3.177 -0.066 0.036 -0.072 0.181
N 1.270 2.061 -0.247 -0.255 -0.264 -0.084 -0.103
H -0.316 4.346 -1.575 -0.001 0.014 -0.006 0.086
Pt -0.279 0.643 -0.313 0.391 -0.125 -0.132 1.090
N -1.542 2.180 0.012 -0.186 -0.323 -0.034 -0.128
C 1.408 -4.121 -1.889 0.016 0.001 0.004 -0.020
H -5.427 2.082 1.281 -0.003 0.001 0.003 0.096
H 1.249 -3.664 1.558 0.008 0.000 0.001 0.090
O -1.817 -0.605 -0.137 -0.219 0.126 -0.012 -0.258
H 1.055 2.638 -1.057 0.080 0.121 0.091 0.070
H -3.730 4.485 -0.734 -0.009 -0.003 0.008 0.125
H 1.893 -3.616 -2.725 -0.006 0.000 -0.002 0.096
H 2.300 -0.959 3.270 -0.050 0.010 0.036 0.088
```
Positions in Å, forces in eV/Å.